Entry w
A 2-piece molecular cluster, C4H10O3 overall. Source: the Open Molecules 2025 dataset; level of theory: ωB97M-V with the def2-TZVPD basis set.

Spin multiplicity ... 1
SMILES ... COCC(=O)CO.[H][H]
Kohn-Sham gap ... 11.1149 eV
LUMO energy ... 0.8 eV

Geometry as XYZ:
```
17
C4H10O3 ωB97M-V with the def2-TZVPD basis set
C 2.6401 -0.0012 0.1119
O 1.3604 0.0437 0.6963
C 0.3888 -0.5270 -0.1198
C -0.9899 -0.2482 0.4421
O -1.1717 0.2853 1.5141
C -2.1852 -0.6514 -0.4096
O -3.3791 -0.3205 0.2261
H 3.3328 0.4512 0.8239
H 2.6689 0.5675 -0.8309
H 2.9553 -1.0357 -0.0917
H 0.4291 -0.1250 -1.1487
H 0.5184 -1.6219 -0.2052
H -2.1292 -1.7338 -0.6088
H -2.1005 -0.1450 -1.3848
H -3.1169 0.1038 1.0620
H 0.2964 2.7279 -0.3000
H 0.4823 2.2304 0.2232
```

---

Entry x
A 2-piece molecular cluster, C4H10O3 overall. Source: the Open Molecules 2025 dataset; level of theory: ωB97M-V with the def2-TZVPD basis set.

Spin multiplicity ... 1
SMILES ... O=CCCCO.O
Kohn-Sham gap ... 10.4824 eV
LUMO energy ... 0.7 eV

Geometry as XYZ:
```
17
C4H10O3 ωB97M-V with the def2-TZVPD basis set
O 2.3383 2.9421 0.2592
C 2.5831 1.7906 0.4792
C 1.6176 0.8653 1.1921
C 1.0929 -0.1771 0.2195
C -0.1138 -0.9499 0.7610
O -1.0602 -1.2433 -0.2472
H 3.5246 1.3335 0.1243
H 0.7725 1.5125 1.4399
H 2.0171 0.4628 2.1258
H 1.8750 -0.8579 -0.1360
H 0.7722 0.3359 -0.6916
H 0.1768 -1.8304 1.3297
H -0.5888 -0.2972 1.5014
H -1.0591 -2.1995 -0.4006
O -4.5227 -0.2099 -2.5449
H -4.1874 -0.7576 -3.2595
H -5.2382 -0.7201 -2.1524
```

---

Which structure is the most stable? The one labeled entry x.

---

Entry w
A 3-piece molecular cluster, C4H10O3 overall. Source: the Open Molecules 2025 dataset; level of theory: ωB97M-V with the def2-TZVPD basis set.

Spin multiplicity ... 1
SMILES ... C=CC(=C)O.O.O
Kohn-Sham gap ... 8.4925 eV
LUMO energy ... 0.4 eV

Geometry as XYZ:
```
17
C4H10O3 ωB97M-V with the def2-TZVPD basis set
C 3.3094 0.8090 1.6989
C 2.0091 1.0984 1.6770
C 1.1678 0.7979 0.5204
C 1.5751 0.3765 -0.7027
O -0.1261 1.1548 0.7163
H 3.8101 0.9412 2.6504
H 3.7518 0.4685 0.7722
H 1.5608 1.5295 2.5635
H 1.0050 0.8075 -1.5091
H 2.3398 -0.3581 -0.8799
H -0.6670 0.7584 0.0234
O -3.7830 -2.2042 -2.0205
H -3.0923 -2.3655 -2.6663
H -4.0776 -3.0411 -1.6492
O -2.8291 0.1279 -0.4409
H -3.4812 -0.3842 -0.9411
H -2.4726 -0.5163 0.1876
```

---

Entry x
One molecule with the formula C4H10O3. Source: the Open Molecules 2025 dataset; level of theory: ωB97M-V with the def2-TZVPD basis set.

Spin multiplicity ... 1
SMILES ... COC[C@@H](O)CO
Kohn-Sham gap ... 11.1662 eV
LUMO energy ... 0.9 eV

Geometry as XYZ:
```
17
C4H10O3 ωB97M-V with the def2-TZVPD basis set
C -0.2939 -2.4921 -0.4997
O -0.9270 -1.2822 -0.1512
C -0.3214 -0.1469 -0.7428
C -0.4558 1.0189 0.2362
O -0.1594 0.5611 1.5433
C 0.5708 2.1056 -0.0651
O 1.8765 1.6054 0.1131
H -0.7959 -3.2900 0.0519
H 0.7702 -2.4731 -0.2198
H -0.3690 -2.6943 -1.5774
H 0.7478 -0.3313 -0.9150
H -0.7985 0.0888 -1.7055
H -1.4732 1.4392 0.1955
H -0.5218 -0.3390 1.5801
H 0.3817 2.9648 0.5953
H 0.4836 2.4444 -1.1035
H 1.8373 1.1265 0.9561
```

---

Entry y
A 2-piece molecular cluster, C4H10O3 overall. Source: the Open Molecules 2025 dataset; level of theory: ωB97M-V with the def2-TZVPD basis set.

Spin multiplicity ... 1
SMILES ... CCOC(C)=O.O
Kohn-Sham gap ... 11.0269 eV
LUMO energy ... 0.8 eV

Geometry as XYZ:
```
17
C4H10O3 ωB97M-V with the def2-TZVPD basis set
C 4.9589 -1.1668 -0.1631
C 4.9601 0.0146 0.7748
O 4.8421 1.2181 -0.0795
C 5.3472 2.3104 0.5223
C 5.5788 3.5116 -0.3536
O 5.5827 2.2874 1.7350
H 4.8106 -2.0949 0.3955
H 4.1843 -1.0591 -0.9349
H 5.9472 -1.1737 -0.6351
H 5.9268 0.1247 1.2613
H 4.1378 -0.0388 1.5030
H 5.7593 4.3982 0.2585
H 6.4147 3.4794 -1.0634
H 4.6705 3.6387 -0.9369
O 3.2263 3.2877 1.9190
H 3.5760 2.4582 2.2720
H 2.2906 3.3538 2.1538
```

---

Entry z
A 3-piece molecular cluster, C4H10O3 overall. Source: the Open Molecules 2025 dataset; level of theory: ωB97M-V with the def2-TZVPD basis set.

Spin multiplicity ... 1
Kohn-Sham gap ... 5.0895 eV
LUMO energy ... -3.4 eV

Geometry as XYZ:
```
17
C4H10O3 ωB97M-V with the def2-TZVPD basis set
C 3.1756 0.3008 0.3904
C 1.8600 0.3594 0.1120
C 1.2187 -0.4657 -0.8100
C -0.2385 -0.4401 -0.9142
O -0.6928 -1.5736 -0.2685
H 3.5983 0.9938 1.1186
H 3.8166 -0.4191 -0.0867
H 1.2538 1.0861 0.6465
H 1.7849 -1.2789 -1.2719
H -0.5563 -0.4190 -1.9734
H -0.6044 0.4732 -0.4321
H -1.7237 -1.3863 -0.1193
H -3.7626 -0.8084 0.0653
O -2.8573 -0.5213 -0.0612
H -2.3059 0.6891 0.7438
H -2.2606 1.9909 1.6940
O -1.7057 1.4193 1.1668
```

---

Which structure is the most stable? The one labeled entry y.

---

Entry w
A 3-piece molecular cluster, C4H10O3 overall. Source: the Open Molecules 2025 dataset; level of theory: ωB97M-V with the def2-TZVPD basis set.

Spin multiplicity ... 1
SMILES ... C=CC(=C)O.O.O
Kohn-Sham gap ... 8.5928 eV
LUMO energy ... 0.4 eV

Geometry as XYZ:
```
17
C4H10O3 ωB97M-V with the def2-TZVPD basis set
C -0.8924 2.2609 -1.2041
C -1.6250 1.1261 -0.9599
C -1.2243 -0.1581 -0.2960
C -2.0439 -0.9911 0.3144
O 0.0647 -0.7484 -0.5171
H -0.1266 2.6544 -0.5159
H -1.2958 3.0903 -1.8154
H -2.6930 0.9137 -1.2467
H -1.5305 -1.8609 0.8271
H -3.1176 -0.9703 0.4262
H 0.9404 -0.2663 -0.7634
O 1.7437 -1.2063 1.9936
H 0.9427 -1.4572 2.4095
H 2.4142 -1.7889 2.3103
O 2.4382 0.1930 -0.1883
H 2.4975 -0.5360 0.4718
H 2.7108 0.8876 0.4659
```

---

Entry x
A 2-piece molecular cluster, C4H10O3 overall. Source: the Open Molecules 2025 dataset; level of theory: ωB97M-V with the def2-TZVPD basis set.

Spin multiplicity ... 1
SMILES ... CCCC(=O)O.O
Kohn-Sham gap ... 10.9898 eV
LUMO energy ... 0.5 eV

Geometry as XYZ:
```
17
C4H10O3 ωB97M-V with the def2-TZVPD basis set
C -1.6895 -2.4915 0.8437
C -0.6010 -1.4443 0.9945
C 0.6992 -1.8041 0.2609
C 1.4704 -0.6885 -0.3662
O 2.6616 -0.6791 -0.5261
O 0.6829 0.3054 -0.8357
H -2.1786 -2.4489 -0.1258
H -2.4574 -2.2931 1.5870
H -1.3261 -3.5070 0.9677
H -0.3855 -1.2374 2.0419
H -0.9527 -0.4998 0.5712
H 1.3543 -2.3950 0.8917
H 0.4182 -2.4408 -0.5816
H 1.2914 0.8965 -1.3077
O 0.5963 7.1758 -1.6115
H 0.2752 7.0732 -0.7019
H 0.1412 6.4788 -2.1021
```

---

Which structure is the most stable? The one labeled entry x.

---

Entry w
A 2-piece molecular cluster, C4H10O3 overall. Source: the Open Molecules 2025 dataset; level of theory: ωB97M-V with the def2-TZVPD basis set.

Spin multiplicity ... 1
SMILES ... C[C@@H](O)CC=O.O
Kohn-Sham gap ... 10.4469 eV
LUMO energy ... 0.7 eV

Geometry as XYZ:
```
17
C4H10O3 ωB97M-V with the def2-TZVPD basis set
C 1.1408 0.4593 0.5782
C -0.2135 -0.1003 0.1159
O -0.5230 -1.4384 0.4689
C -1.3287 0.8521 0.5735
C -2.6653 0.5482 -0.0024
O -3.6546 1.1866 0.2620
H 1.9444 -0.2493 0.4273
H 1.0588 0.7419 1.6363
H 1.2461 1.3628 -0.0238
H -0.3258 0.0306 -0.9647
H -0.8431 -1.3977 1.3728
H -1.5053 0.8074 1.6630
H -1.0456 1.8884 0.3652
H -2.8000 -0.2310 -0.7679
O 3.1925 -1.1333 -1.7335
H 3.8473 -1.5776 -2.2638
H 2.4749 -1.7496 -1.7072
```

---

Entry x
A 2-piece molecular cluster, C4H10O3 overall. Source: the Open Molecules 2025 dataset; level of theory: ωB97M-V with the def2-TZVPD basis set.

Spin multiplicity ... 1
SMILES ... CCOC(C)=O.O
Kohn-Sham gap ... 11.0776 eV
LUMO energy ... 0.8 eV

Geometry as XYZ:
```
17
C4H10O3 ωB97M-V with the def2-TZVPD basis set
C -3.4008 0.1082 -0.6664
C -2.2133 -0.0535 0.3348
O -1.0085 0.2050 -0.3725
C 0.1524 -0.4327 -0.0888
C 1.3030 0.1797 -0.8418
O 0.3036 -1.4089 0.6556
H -3.3375 -0.6233 -1.4895
H -3.3535 1.1239 -1.0939
H -4.3729 -0.0154 -0.1600
H -2.3655 0.6456 1.1795
H -2.1759 -1.0792 0.7494
H 2.0400 0.6451 -0.1660
H 0.9519 0.9417 -1.5578
H 1.8017 -0.6278 -1.4037
O 5.1625 0.0429 1.2540
H 5.6424 -0.4960 1.9230
H 4.8706 0.8445 1.7443
```

---

Which structure is the most stable? The one labeled entry x.

---

Entry w
A 2-piece molecular cluster, C2H10NO overall. Source: the Open Molecules 2025 dataset; level of theory: ωB97M-V with the def2-TZVPD basis set.

Spin multiplicity ... 1
Net charge ... +1
Kohn-Sham gap ... 11.4449 eV
LUMO energy ... -3.5 eV

Geometry as XYZ:
```
14
C2H10NO ωB97M-V with the def2-TZVPD basis set
C 0.1178 -0.4046 1.7189
N -1.0287 -0.6559 0.8562
H -1.8099 -0.0150 0.9442
H -0.7727 -0.5431 -0.0709
H -1.3140 -1.5354 1.0532
H 0.1413 -1.0041 2.4982
H 0.1320 0.6267 2.2040
H 0.9936 -0.4934 0.9793
C 0.9464 0.4056 -1.8236
O -0.2854 0.9179 -1.1813
H -0.4504 1.8437 -1.3346
H 0.4018 -0.3017 -2.5236
H 1.4758 -0.0665 -1.0632
H 1.4524 1.2259 -2.2568
```

---

Entry x
A 2-piece molecular cluster, C2H10NO overall. Source: the Open Molecules 2025 dataset; level of theory: ωB97M-V with the def2-TZVPD basis set.

Spin multiplicity ... 1
Net charge ... +1
Kohn-Sham gap ... 11.5083 eV
LUMO energy ... -3.8 eV

Geometry as XYZ:
```
14
C2H10NO ωB97M-V with the def2-TZVPD basis set
N 0.1362 2.4093 -0.2769
H -0.0145 2.5508 -1.2749
H -0.4533 1.4385 0.1943
H -0.2048 3.2903 0.1457
H 1.1272 2.3347 -0.0945
C 0.0142 -0.7581 -0.1420
O -1.1142 0.0224 0.5465
C 0.1192 -2.2038 0.1274
H 1.0188 -0.2550 0.0750
H -0.0658 -0.5328 -1.1833
H -1.3514 -0.5149 1.3011
H -0.8003 -2.8646 0.0644
H 0.7152 -2.3388 1.1837
H 0.8735 -2.5780 -0.6667
```

---

Which structure is the most stable? The one labeled entry x.